{"formula": "C3H8S", "method": "ωB97M-V/def2-TZVPD", "species": ["H", "H", "H", "C", "C", "H", "S", "C", "H", "H", "H", "H"], "xyz": [[-0.2113, 1.4097, 0.2209], [-2.1449, 2.2528, 1.6047], [-0.9510, -0.7637, -0.5666], [1.3970, -0.8100, -0.9312], [-1.1159, 2.4303, 1.8661], [1.1872, 0.1647, -1.3573], [-0.1528, -1.7728, -0.9315], [-0.1166, 1.9997, 1.1175], [-0.9634, 3.0301, 2.7541], [1.8495, -0.7545, 0.0550], [2.0867, -1.3337, -1.5785], [0.9028, 2.1749, 1.4355]], "atomic_forces_ev_per_a": [[-0.337, -0.023, -0.133], [-0.232, -0.096, -0.120], [-0.046, -0.034, 0.067], [-0.299, -0.251, -0.032], [-0.175, 0.157, -0.200], [0.221, 0.118, 0.079], [0.165, 0.050, 0.030], [0.474, -0.044, 0.483], [0.164, -0.098, 0.039], [-0.154, 0.181, 0.062], [0.117, -0.081, -0.210], [0.103, 0.121, -0.065]], "relative_energy_kcal_mol": 26.4, "e_tot_ha": -517.23852, "multiplicity": 1, "e_homo_ev": -9.10}